Record 1
This record from the OMol25 dataset describes C8H25BClCoNO4 as an isolated structure. The level of theory is ωB97M-V with the def2-TZVPD basis set.

```
! wB97M-V def2-TZVPD RIJCOSX def2/J DEFGRID3
* xyz 0 4
Co 0.598 1.765 -0.528
B -1.548 2.447 -1.166
H -2.146 3.028 -1.970
H -0.853 3.065 -0.497
H -2.335 1.962 -0.452
H -0.858 1.684 -1.678
Cl 1.772 3.793 -0.789
C 2.905 -0.094 -0.934
C 2.378 0.095 -2.363
O 1.271 1.043 -2.412
O 2.188 0.665 0.060
H 3.973 0.093 -0.867
H 2.723 -1.142 -0.676
H 2.095 -0.802 -2.917
H 3.127 0.540 -3.027
H 0.889 0.961 -3.291
H 2.723 0.690 0.857
C -1.878 -4.423 0.995
O -1.351 -3.108 0.886
C -1.316 -2.703 -0.473
C -0.350 -1.547 -0.677
N -0.610 -0.268 -0.009
C -0.332 -0.404 1.413
C -0.462 0.870 2.273
O -0.060 1.948 1.442
C -0.080 3.181 2.142
H -2.926 -4.431 0.701
H -1.612 -4.866 1.947
H -1.357 -5.040 0.248
H -2.346 -2.532 -0.803
H -0.941 -3.531 -1.089
H -0.277 -1.350 -1.749
H 0.626 -1.912 -0.349
H -1.537 0.043 -0.286
H 0.621 -0.909 1.588
H -1.004 -1.115 1.919
H 0.278 0.775 3.070
H -1.520 0.900 2.533
H -1.069 3.350 2.593
H -0.088 4.008 1.430
H 0.693 3.271 2.904
*
```

**Total energy**: -2543.21610 hartree
**Energy above the lowest of the compared OMol25 structures with the same formula, charge and spin**: 150.4 kJ/mol
**HOMO-LUMO gap (alpha / beta)**: 8.17 / 8.18 eV
**⟨S²⟩**: 3.756
**LUMO energy (alpha / beta)**: 0.036 / 0.020 eV
**Highest occupied orbital energy (alpha / beta)**: -8.131 / -8.155 eV



Record 2
This record from the OMol25 dataset describes a 5-piece molecular cluster, C8H26N2O5 overall. The level of theory is ωB97M-V with the def2-TZVPD basis set.

```
! wB97M-V def2-TZVPD RIJCOSX def2/J DEFGRID3
* xyz 0 1
C -3.547 11.001 -22.717
C -2.122 11.583 -22.740
O -1.213 10.576 -22.946
H -3.915 10.294 -23.499
H -4.261 11.831 -22.899
H -3.797 10.365 -21.892
H -1.877 12.206 -21.865
H -2.089 12.220 -23.605
H -0.603 10.632 -22.201
C 2.016 13.600 -20.626
C 0.768 13.856 -21.283
O -0.301 13.783 -20.453
H 2.853 13.934 -21.293
H 2.048 12.566 -20.603
H 2.081 13.974 -19.606
H 0.522 13.091 -22.054
H 0.730 14.782 -21.873
H -0.509 12.897 -20.233
C -5.737 15.949 -18.648
C -5.783 14.699 -19.516
O -6.354 13.628 -18.809
H -5.019 15.787 -17.866
H -6.719 16.087 -18.172
H -5.509 16.850 -19.261
H -4.822 14.536 -19.912
H -6.406 14.751 -20.355
H -6.556 12.891 -19.401
C -0.908 16.227 -17.710
O -0.435 17.394 -17.168
N -2.135 15.823 -17.641
N -0.165 15.253 -18.253
H -2.829 16.409 -17.071
H -2.567 15.039 -18.114
H 0.772 15.608 -18.185
H -0.339 14.808 -19.181
C -2.938 16.152 -20.932
O -2.469 15.143 -21.853
H -3.950 16.577 -21.193
H -2.109 16.933 -20.781
H -3.130 15.646 -20.014
H -1.514 15.018 -21.688
*
```

**Total energy**: -805.99065 hartree
**Energy above the lowest of the compared OMol25 structures with the same formula, charge and spin**: 126.9 kJ/mol
**HOMO-LUMO gap**: 9.13 eV
**LUMO energy**: -0.088 eV
**Highest occupied orbital energy**: -9.215 eV



Record 3
This record from the OMol25 dataset describes C8H26N2O6Zn as an isolated structure. The level of theory is ωB97M-V with the def2-TZVPD basis set.

```
! wB97M-V def2-TZVPD RIJCOSX def2/J DEFGRID3
* xyz -2 1
Zn 2.116 -0.517 -1.548
O 0.651 -3.274 -2.396
H 1.134 -3.795 -1.726
O 2.654 -1.952 1.194
H 2.121 -2.514 1.790
O 3.802 -0.697 -4.360
H 4.771 -0.662 -4.484
O -0.429 1.435 -2.253
H -0.214 2.385 -2.319
C 4.099 4.552 1.343
C 2.930 3.726 0.782
C 1.693 4.680 0.816
O 2.070 5.800 -0.024
C 1.132 6.059 -0.977
N 3.275 3.377 -0.494
H 4.229 5.610 1.118
H 4.999 4.000 1.071
H 4.098 4.448 2.428
H 2.672 2.951 1.504
H 1.543 4.972 1.856
H 0.738 4.188 0.634
H 1.302 6.984 -1.527
H 0.172 6.174 -0.474
H 0.956 5.168 -1.579
H 4.240 3.672 -0.448
H 2.997 4.272 -0.871
C -3.946 -6.397 0.628
C -4.160 -4.936 0.211
C -3.455 -3.912 1.175
O -3.699 -2.573 0.734
C -2.932 -1.565 1.386
N -3.628 -4.679 -1.109
H -4.222 -6.513 1.676
H -2.895 -6.683 0.576
H -4.523 -6.982 -0.088
H -5.193 -4.591 0.247
H -2.408 -4.212 1.218
H -3.922 -4.006 2.156
H -3.372 -0.606 1.112
H -1.857 -1.570 1.204
H -3.092 -1.669 2.459
H -2.634 -4.680 -0.928
H -3.811 -5.469 -1.711
*
```

**Total energy**: -2660.23813 hartree
**Energy above the lowest of the compared OMol25 structures with the same formula, charge and spin**: 893.0 kJ/mol
**HOMO-LUMO gap**: 4.87 eV
**LUMO energy**: 3.477 eV
**Highest occupied orbital energy**: -1.389 eV



Record 4
This record from the OMol25 dataset describes a 7-piece molecular cluster, C8H26O6 overall. The level of theory is ωB97M-V with the def2-TZVPD basis set.

```
! wB97M-V def2-TZVPD RIJCOSX def2/J DEFGRID3
* xyz -1 2
C -2.208 -3.539 0.872
C -1.372 -2.485 1.571
C -1.484 -1.069 1.056
C -1.208 -1.030 -0.473
C 3.558 -0.887 -2.069
C 2.369 -1.532 -1.924
C 1.179 -0.907 -1.412
C 0.131 -1.604 -0.864
H -1.695 -4.144 0.149
H -3.071 -3.086 0.350
H -2.730 -4.163 1.616
H -0.327 -2.855 1.466
H -1.441 -2.572 2.666
H -2.411 -0.541 1.375
H -0.621 -0.461 1.425
H -1.446 -0.031 -0.900
H -1.937 -1.692 -1.027
H 3.783 0.148 -1.773
H 4.489 -1.328 -2.402
H 2.380 -2.604 -2.014
H 1.261 0.174 -1.402
H 0.114 -2.676 -1.108
H -1.207 1.887 -2.425
H -0.111 2.564 -1.472
O -1.046 2.621 -1.820
H 0.757 3.529 -0.372
H 1.542 2.312 0.108
O 1.318 2.815 -0.712
H -2.137 3.505 -0.443
H -3.713 3.361 -0.679
O -3.030 3.653 -0.081
H -1.470 3.747 1.585
H -0.881 5.047 1.222
O -0.603 4.139 1.401
H 2.426 0.448 1.368
H 3.179 1.701 0.981
O 2.350 1.461 1.422
H 1.281 -1.435 0.957
H 1.948 -1.370 2.348
O 2.082 -1.100 1.431
*
```

**Total energy**: -771.79031 hartree
**Energy above the lowest of the compared OMol25 structures with the same formula, charge and spin**: 1.3 kJ/mol
**HOMO-LUMO gap (alpha / beta)**: 3.09 / 6.36 eV
**⟨S²⟩**: 0.765
**LUMO energy (alpha / beta)**: 2.923 / 2.885 eV
**Highest occupied orbital energy (alpha / beta)**: -0.167 / -3.472 eV